# 1
# C22H36BF4N2ORuSi3

C22H36BF4N2ORuSi3 as an isolated structure at a distorted geometry (ωB97M-V/def2-TZVPD, OMol25).

XYZ file:
```
70
Properties=species:S:1:pos:R:3:lowdin_spin:R:1
H -2.53001 -2.68071 -2.05241 0.000
N 1.93538 1.41279 -0.09914 0.013
H -0.10425 6.37119 -1.58284 0.002
H 4.44551 2.37245 0.18130 0.000
C -1.53087 -2.93640 -2.40488 0.002
C -0.72506 -0.98176 -0.17844 -0.004
H -4.03281 -2.31400 -0.29855 0.000
O -2.17967 0.92924 0.69462 0.009
F 0.36285 1.88469 4.46926 0.001
Si -2.47686 -0.40080 -0.29740 0.009
H -4.05237 0.49846 -1.97250 0.000
C -1.35149 4.63401 -1.39198 -0.008
C -3.10764 1.77528 1.37627 0.000
F 1.06314 1.11709 2.40745 0.046
C 1.00224 4.66467 -0.91698 -0.008
C 0.23595 -0.49312 -3.08232 0.002
H -0.39776 -4.24542 0.45557 0.000
H 6.49188 0.98640 0.29082 0.000
H -2.58511 2.66413 1.70930 0.000
F 1.56319 3.25942 3.05073 0.001
C -0.29941 2.62440 -0.59832 -0.017
H -3.66466 -1.85370 1.36335 0.000
C 5.52503 0.51378 0.18333 0.000
H 1.14954 -0.75834 -3.61837 0.000
H 2.07082 -1.14445 -0.15124 0.000
H 1.20334 -3.75397 -2.36927 0.000
H 1.19010 -2.69016 3.01979 0.000
N 2.10876 2.62682 -0.33100 -0.016
C -1.43076 -1.22694 2.91786 0.001
C -3.86114 -1.46533 0.36633 0.001
Si -0.48570 -1.96789 1.46438 0.003
H -1.15759 -4.27444 2.04522 0.000
H -1.33611 -3.96118 -2.08161 0.000
H -0.56480 -0.40722 -3.81799 0.000
H -1.60156 -0.15356 2.83968 0.000
H 2.28509 -2.46014 -1.88552 0.000
C 5.43283 -0.87400 0.11415 0.003
H -2.39239 -1.71606 3.07816 0.000
C 1.34333 -2.94927 -1.64258 0.000
C -0.14590 5.32390 -1.31727 0.026
H -2.84424 -0.49414 -2.77195 0.000
C 3.04921 -0.70456 -0.06294 0.002
H -2.39130 2.79156 -1.07341 0.001
F -0.58553 2.68778 2.52976 0.000
C -1.08980 -3.71425 1.10994 -0.003
H -2.24110 5.15330 -1.72453 -0.001
H 1.44315 -3.41691 -0.66329 0.000
H 1.95991 5.16338 -0.86592 -0.001
H -3.92125 2.04790 0.70016 0.000
H 4.11790 -2.56194 -0.06186 0.000
C -2.98992 0.23922 -1.97976 0.001
H 1.90353 -2.75495 1.41365 0.000
H -2.42252 1.13066 -2.24897 0.001
H 1.78723 -1.21390 2.28592 0.000
C 4.38824 1.29643 0.12128 0.003
H -2.07359 -3.73234 0.63950 0.000
H -3.51160 1.24973 2.24279 0.000
B 0.59647 2.28226 3.17999 0.001
H 0.38791 0.49316 -2.63547 0.002
H 6.33017 -1.47659 0.16605 0.000
C 1.27935 -2.15203 2.07016 0.002
C 0.91583 3.31747 -0.58993 0.017
H -4.79413 -0.89664 0.40440 0.000
C 4.19670 -1.48394 -0.01162 -0.001
H -1.56695 -2.94137 -3.49679 0.000
Si -0.14673 -1.79486 -1.78033 0.003
Ru -0.05350 0.94816 0.38119 0.884
H -0.83432 -1.37490 3.82004 0.000
C -1.43762 3.29620 -1.03032 0.023
C 3.15343 0.66622 -0.00467 0.000
```

Results
**Multiplicity**: 2
**Charge**: 0
**Expectation value of S²**: 0.77
**LUMO level (spin up / spin down)**: -1.011 / -1.262 eV


# 2
# C10H11AuClF5RhS

C10H11AuClF5RhS as an isolated structure at a distorted geometry (ωB97M-V/def2-TZVPD, OMol25).

XYZ file:
```
30
Properties=species:S:1:pos:R:3:lowdin_spin:R:1
C 0.86935 1.67420 0.60646 0.386
C -3.66031 1.71278 0.98357 -0.001
H 1.07210 -4.04387 -1.98765 0.028
C 1.35042 -1.53716 1.32925 0.699
S -0.80556 0.62459 -1.63476 0.227
H 1.35777 1.67205 1.58178 0.048
H 1.80602 -5.01757 -0.63451 0.024
F -1.43384 3.47568 -2.02595 0.008
C 4.34223 -2.21593 -0.30301 0.374
H 1.52065 2.14338 -0.14586 0.038
C -2.73571 0.95607 0.25497 0.024
F -2.58088 -0.35905 0.56296 0.023
H 2.24342 -1.25589 2.01550 0.067
F -4.71221 3.80368 1.38273 0.004
C -3.82437 3.06296 0.68726 0.014
Au 2.34099 -2.71879 -0.22436 0.557
H 4.50911 -1.92133 -1.32129 0.027
C 1.13079 -4.22251 -0.93317 0.371
C -3.07804 3.66032 -0.32832 0.001
F -4.38894 1.14253 1.97284 -0.001
H -0.08969 2.19909 0.65119 0.041
H 0.61526 -2.29320 1.69373 0.072
C -1.95694 1.51261 -0.78536 0.042
C -2.16230 2.89418 -1.04600 0.021
Cl 1.63473 -0.88939 -1.87502 0.294
Rh 0.45833 -0.19056 0.13356 2.516
F -3.23905 4.97269 -0.61583 0.000
H 0.22208 -4.15427 -0.38411 0.038
H 4.50309 -1.47275 0.44197 0.037
H 4.69149 -3.21455 -0.05256 0.024
```

Results
**Multiplicity**: 7
**Charge**: -1
**Expectation value of S²**: 12.02
**LUMO level (spin up / spin down)**: 2.802 / 1.477 eV


# 3
# C3H5N3

A 2-piece molecular cluster, C3H5N3 overall at a distorted geometry (ωB97M-V/def2-TZVPD, OMol25).

XYZ file:
```
11
Properties=species:S:1:pos:R:3:nbo_charge:R:1
H 1.88091 -2.21710 -0.46186 0.366
N 0.06092 -1.90067 0.27887 0.016
N 1.05944 -1.61324 -0.28278 -0.340
C -1.94771 0.36931 0.08398 0.211
H 0.18601 1.31677 -1.08791 0.214
C 0.47343 1.07437 -0.17793 -0.646
H 1.18047 1.77855 0.34389 0.236
C -0.67171 0.54836 0.55258 -0.207
H 1.20403 0.09314 -0.37399 0.236
N -3.00606 0.27492 -0.39750 -0.305
H -0.41974 0.27561 1.52266 0.218
```

Results
**Charge**: 0
**Energy relative to the best compared isomer or geometry (same formula, charge and spin)**: 108.9 kcal per mole
**LUMO level (spin up / spin down)**: -0.244 / -0.623 eV